Entry 1:
{"formula": "C22H30FN2O2", "method": "wB97M-V/def2-TZVPD", "homo_energy_ev": -10.3, "homo_lumo_gap_ev": 7.89, "total_charge": 1, "de_lowest_kj_mol": 1876.4, "total_energy_ev": -33068.3323, "multiplicity": 1, "symbols": ["C", "C", "N", "C", "C", "H", "C", "H", "C", "H", "C", "N", "H", "C", "C", "C", "C", "C", "C", "C", "O", "C", "C", "C", "C", "C", "C", "C", "H", "H", "F", "H", "H", "H", "H", "O", "C", "H", "H", "H", "H", "H", "H", "H", "H", "H", "H", "H", "H", "H", "H", "H", "H", "H", "H", "H", "H"], "coordinates": [[-4.05, 0.45, -2.27], [-2.80, -0.49, -2.43], [-1.78, 0.17, -3.08], [-1.71, 0.15, -4.49], [-0.77, -1.19, -4.88], [-1.52, -1.91, -4.64], [0.28, -0.95, -3.70], [1.11, -0.84, -4.21], [-0.27, -0.38, -2.56], [-0.29, -0.83, -1.72], [0.38, 0.95, -2.28], [-0.34, 1.87, -1.66], [0.28, 2.87, -2.00], [-0.63, 1.84, -0.31], [0.78, 1.48, 0.46], [1.58, 2.79, 0.85], [2.86, 2.55, 1.40], [3.13, 1.26, 1.88], [2.18, 0.00, 1.45], [1.00, 0.40, 0.92], [0.22, -0.78, 0.55], [-0.13, -1.65, 1.60], [-0.22, -1.29, 2.92], [-0.84, 0.01, 3.31], [-0.90, 0.02, 4.53], [-0.22, -0.47, 5.42], [0.64, -1.59, 5.14], [0.35, -2.14, 3.87], [1.04, -2.87, 3.71], [0.95, -2.13, 5.95], [-0.30, -0.12, 6.78], [-1.25, 1.10, 4.81], [-1.31, 0.46, 2.43], [0.88, -2.51, 1.31], [-0.92, -2.17, 1.15], [2.40, -1.23, 1.83], [3.79, -1.63, 2.55], [4.58, -0.90, 2.13], [3.65, -0.98, 3.60], [3.67, -2.50, 2.88], [4.03, 1.20, 2.30], [3.29, 3.48, 1.91], [1.34, 3.70, 0.56], [-0.90, 2.80, 0.05], [-1.21, 0.89, -0.07], [0.91, 1.41, -3.51], [1.50, 0.83, -1.88], [0.50, -2.07, -3.62], [-0.68, -1.20, -5.84], [-1.26, 1.06, -4.67], [-2.80, 0.11, -4.79], [-1.64, 1.14, -2.59], [-3.05, -1.53, -2.99], [-2.43, -0.62, -1.33], [-4.81, -0.03, -1.83], [-4.53, 0.79, -3.22], [-3.74, 1.24, -1.69]], "lowdin_charge": [-0.02, -0.20, -0.15, -0.08, 0.02, 0.09, -0.15, 0.07, -0.17, 0.07, -0.27, -0.14, 0.27, -0.11, -0.12, 0.03, -0.10, 0.05, -0.16, -0.29, -0.09, -0.22, -0.19, 0.02, -0.17, -0.24, 0.08, 0.01, 0.08, 0.09, 0.04, 0.20, 0.14, 0.22, 0.11, -0.11, 0.13, 0.12, 0.15, -0.01, 0.02, 0.13, 0.03, 0.11, 0.14, 0.23, 0.18, 0.16, 0.05, 0.10, 0.16, 0.17, 0.19, 0.15, 0.03, 0.10, 0.05]}


Entry 2:
{"formula": "C22H30GdN4O5S3", "method": "wB97M-V/def2-TZVPD", "homo_energy_ev": [-11.2, -11.2], "homo_lumo_gap_ev": [8.17, 5.77], "total_charge": 1, "de_lowest_kj_mol": 70.9, "total_energy_ev": -92836.4010, "multiplicity": 8, "symbols": ["Gd", "N", "C", "C", "O", "N", "C", "C", "O", "O", "H", "H", "H", "H", "H", "H", "C", "C", "S", "C", "C", "S", "C", "C", "S", "H", "H", "H", "H", "H", "H", "H", "H", "H", "H", "H", "H", "O", "C", "C", "C", "C", "N", "C", "C", "C", "C", "C", "C", "O", "C", "C", "N", "H", "H", "H", "H", "H", "H", "H", "H", "H", "H", "H", "H"], "coordinates": [[0.82, -0.95, 0.08], [-1.15, -2.54, 1.25], [-0.41, -3.82, 1.31], [1.03, -3.50, 0.95], [1.44, -2.39, 1.57], [1.61, -4.08, -0.02], [2.90, -3.59, -0.55], [2.73, -2.12, -0.94], [1.78, -1.83, -1.76], [3.17, -1.21, -0.21], [-1.27, -2.16, 2.19], [-2.09, -2.67, 0.87], [-0.81, -4.52, 0.58], [-0.46, -4.28, 2.30], [3.13, -4.19, -1.42], [3.70, -3.67, 0.19], [-3.94, -2.90, -2.14], [-2.72, -3.80, -2.04], [-1.07, -3.04, -2.09], [-1.08, -2.27, -3.73], [-0.46, -0.87, -3.79], [-0.90, 0.30, -2.48], [-2.69, 0.07, -2.28], [-3.04, -0.47, -0.88], [-4.29, -1.77, -0.78], [-3.97, -2.37, -3.09], [-4.83, -3.54, -2.15], [-2.73, -4.36, -1.11], [-2.77, -4.55, -2.84], [-0.52, -2.90, -4.42], [-2.10, -2.24, -4.10], [0.63, -0.94, -3.74], [-0.71, -0.43, -4.76], [-3.18, 1.02, -2.45], [-3.03, -0.59, -3.07], [-2.13, -0.81, -0.39], [-3.45, 0.34, -0.27], [3.03, 5.68, -2.39], [2.47, 5.57, -1.10], [2.11, 4.14, -0.83], [2.29, 3.15, -1.79], [1.93, 1.85, -1.47], [1.43, 1.51, -0.29], [1.27, 2.45, 0.65], [1.60, 3.77, 0.41], [0.81, 1.96, 1.98], [0.55, 2.81, 3.05], [0.22, 2.29, 4.29], [-0.07, 3.21, 5.45], [-0.06, 2.56, 6.69], [0.17, 0.91, 4.42], [0.42, 0.12, 3.31], [0.71, 0.63, 2.11], [3.27, 6.59, -2.56], [1.56, 6.18, -1.01], [3.17, 5.90, -0.33], [2.70, 3.38, -2.76], [2.07, 1.05, -2.19], [1.49, 4.52, 1.18], [0.63, 3.88, 2.92], [-1.03, 3.72, 5.27], [0.70, 3.99, 5.47], [-0.96, 2.33, 6.95], [-0.03, 0.45, 5.38], [0.42, -0.96, 3.37]], "lowdin_charge": [1.62, -0.02, -0.16, -0.55, -0.22, 0.12, -0.09, -0.65, -0.19, -0.04, 0.08, 0.04, 0.11, 0.13, 0.12, 0.13, -0.54, -0.50, 0.89, -0.49, -0.50, 0.87, -0.48, -0.57, 0.89, 0.06, 0.08, 0.07, 0.09, 0.09, 0.07, 0.06, 0.09, 0.08, 0.05, -0.02, 0.07, -0.04, -0.21, -0.15, 0.03, -0.12, -0.01, -0.19, 0.05, -0.19, 0.05, -0.15, -0.20, -0.04, 0.02, -0.10, 0.01, 0.10, 0.14, 0.14, 0.13, 0.11, 0.12, 0.12, 0.14, 0.13, 0.10, 0.12, 0.10]}


Entry 3:
{"formula": "C22H30HfN4OS", "method": "wB97M-V/def2-TZVPD", "homo_energy_ev": -14.2, "homo_lumo_gap_ev": 6.47, "total_charge": 2, "de_lowest_kj_mol": 57.6, "total_energy_ev": -43437.7008, "multiplicity": 1, "symbols": ["Hf", "C", "C", "N", "C", "S", "N", "N", "C", "C", "C", "C", "C", "C", "C", "N", "H", "H", "H", "H", "H", "H", "H", "H", "H", "H", "H", "H", "H", "C", "C", "C", "C", "C", "C", "C", "C", "C", "C", "C", "C", "O", "H", "H", "H", "H", "H", "H", "H", "H", "H", "H", "H", "H", "H", "H", "H", "H", "H"], "coordinates": [[-0.19, -0.20, 0.27], [4.55, 3.09, 1.64], [4.28, 2.13, 0.48], [3.00, 2.42, -0.17], [1.82, 1.94, 0.17], [1.75, 0.69, 1.46], [0.73, 2.46, -0.38], [-0.41, 1.85, 0.04], [-1.52, 2.46, 0.27], [-1.72, 3.91, 0.03], [-2.53, 1.60, 0.92], [-3.82, 2.03, 1.20], [-4.66, 1.22, 1.96], [-4.18, 0.01, 2.44], [-2.91, -0.39, 2.08], [-2.10, 0.37, 1.33], [5.54, 2.90, 2.05], [3.82, 2.96, 2.43], [4.52, 4.13, 1.29], [4.26, 1.10, 0.84], [5.06, 2.22, -0.28], [2.98, 3.21, -0.80], [-0.77, 4.36, -0.25], [-2.11, 4.40, 0.93], [-2.44, 4.08, -0.78], [-4.14, 2.99, 0.84], [-5.67, 1.54, 2.17], [-4.79, -0.62, 3.07], [-2.52, -1.34, 2.41], [-2.39, -1.96, -0.85], [-1.70, -1.55, -2.16], [-1.38, -0.04, -2.22], [-0.45, -2.36, -2.47], [-0.35, -3.00, -3.69], [0.78, -3.73, -4.00], [1.82, -3.81, -3.09], [1.77, -3.18, -1.86], [2.92, -3.41, -0.89], [2.49, -4.42, 0.18], [3.52, -2.15, -0.25], [0.61, -2.43, -1.55], [0.47, -1.76, -0.35], [-3.30, -1.37, -0.69], [-1.73, -1.86, 0.03], [-2.67, -3.01, -0.90], [-2.42, -1.74, -2.95], [-0.37, 0.18, -1.80], [-2.15, 0.57, -1.75], [-1.30, 0.29, -3.26], [-1.17, -2.94, -4.39], [0.85, -4.24, -4.95], [2.70, -4.39, -3.34], [3.71, -3.88, -1.48], [1.66, -4.03, 0.77], [3.32, -4.62, 0.86], [2.18, -5.36, -0.27], [3.06, -1.97, 0.72], [3.40, -1.28, -0.89], [4.58, -2.30, -0.08]], "lowdin_charge": [1.51, -0.06, -0.24, 0.03, -0.70, 0.70, 0.03, -0.23, -0.22, 0.02, -0.20, 0.04, 0.03, 0.01, -0.09, -0.03, 0.09, 0.07, 0.08, 0.08, 0.13, 0.16, 0.09, 0.11, 0.11, 0.13, 0.14, 0.13, 0.14, -0.05, -0.33, -0.03, -0.15, -0.02, -0.04, 0.00, -0.12, -0.36, -0.04, -0.07, -0.20, -0.29, 0.10, 0.02, 0.12, 0.15, 0.05, 0.09, 0.13, 0.13, 0.12, 0.13, 0.13, 0.07, 0.09, 0.09, 0.04, 0.08, 0.09]}


Entry 4:
{"formula": "C22H30N2O6", "method": "wB97M-V/def2-TZVPD", "smiles": "COC(=O)[C@H]1CCCCN1C(=O)c1ccc(OC2CCN(C(C)=O)CC2)c(OC)c1", "homo_energy_ev": -8.2, "homo_lumo_gap_ev": 8.89, "total_charge": 0, "de_lowest_kj_mol": 128.9, "total_energy_ev": -38566.8712, "multiplicity": 1, "symbols": ["C", "O", "C", "O", "C", "C", "C", "C", "C", "N", "C", "O", "C", "C", "C", "C", "O", "C", "C", "C", "N", "C", "C", "O", "C", "C", "C", "O", "C", "C", "H", "H", "H", "H", "H", "H", "H", "H", "H", "H", "H", "H", "H", "H", "H", "H", "H", "H", "H", "H", "H", "H", "H", "H", "H", "H", "H", "H", "H", "H"], "coordinates": [[4.82, 3.88, 0.17], [4.51, 2.53, -0.15], [5.54, 1.69, -0.22], [6.68, 2.00, 0.01], [5.10, 0.30, -0.65], [6.01, -0.78, -0.05], [5.73, -0.95, 1.44], [4.25, -1.24, 1.66], [3.41, -0.11, 1.06], [3.71, 0.04, -0.34], [2.81, 0.02, -1.35], [3.13, 0.20, -2.51], [1.39, -0.27, -0.97], [0.45, 0.73, -0.97], [-0.88, 0.45, -0.67], [-1.27, -0.85, -0.39], [-2.54, -1.25, -0.07], [-3.61, -0.33, -0.13], [-4.04, -0.04, -1.57], [-5.15, 1.02, -1.57], [-5.95, 0.93, -0.36], [-6.17, 2.05, 0.37], [-6.90, 1.88, 1.69], [-5.82, 3.15, -0.03], [-6.12, -0.43, 0.11], [-4.78, -0.98, 0.63], [-0.31, -1.88, -0.40], [-0.79, -3.13, -0.11], [0.11, -4.20, -0.12], [1.01, -1.58, -0.68], [5.29, 3.94, 1.16], [3.88, 4.43, 0.15], [5.52, 4.29, -0.57], [5.18, 0.29, -1.75], [7.05, -0.49, -0.22], [5.83, -1.73, -0.57], [6.34, -1.76, 1.84], [6.01, -0.03, 1.96], [4.03, -1.33, 2.72], [3.98, -2.18, 1.17], [2.34, -0.31, 1.18], [3.64, 0.83, 1.58], [0.74, 1.74, -1.20], [-1.59, 1.26, -0.68], [-3.33, 0.61, 0.36], [-3.20, 0.30, -2.17], [-4.40, -0.98, -2.02], [-5.79, 0.91, -2.44], [-4.72, 2.03, -1.58], [-7.02, 2.86, 2.13], [-6.33, 1.25, 2.37], [-7.88, 1.43, 1.53], [-6.46, -1.02, -0.75], [-6.88, -0.48, 0.88], [-4.67, -0.79, 1.69], [-4.72, -2.06, 0.47], [-0.48, -5.09, 0.11], [0.90, -4.09, 0.63], [0.58, -4.33, -1.11], [1.76, -2.36, -0.70]], "lowdin_charge": [-0.04, -0.03, -0.45, 0.13, -0.17, -0.12, -0.18, -0.16, -0.13, 0.00, -0.41, 0.08, -0.16, -0.01, 0.00, -0.18, 0.00, -0.32, -0.10, -0.12, -0.08, -0.50, 0.01, 0.05, -0.14, -0.08, -0.18, -0.06, -0.08, 0.04, 0.10, 0.09, 0.10, 0.17, 0.12, 0.12, 0.11, 0.12, 0.11, 0.11, 0.12, 0.13, 0.12, 0.11, 0.16, 0.12, 0.13, 0.13, 0.12, 0.08, 0.08, 0.08, 0.13, 0.11, 0.12, 0.13, 0.09, 0.09, 0.10, 0.12]}


no.,M (g mol⁻¹)
1,373.5
2,684.0
3,577.1
4,418.5